(1)
This record from OMol25 describes an isolated molecule of C2H4O2 at a distorted geometry. The level of theory is ωB97M-V with the def2-TZVPD basis set.

Values from the calculation:
Charge: 0
E_tot in eV: -6232.582
Frontier orbital gap in eV: 10.8008
HOMO level in eV: -10.30
2S+1: 1
ΔE to the lowest compared entry with this formula, charge and spin in eV: 1.7253
Structure (SMILES): O=CCO

```
8
Properties=species:S:1:pos:R:3:lowdin_charge:R:1
O 0.767 1.413 0.396 0.0418
C 0.886 0.298 -0.068 -0.1883
C -0.331 -0.626 0.049 -0.2192
O -1.353 0.286 -0.294 -0.0758
H 1.761 0.054 -0.695 0.1290
H -0.484 -0.998 1.079 0.1249
H -0.275 -1.508 -0.604 0.1185
H -0.970 1.081 0.136 0.0692
```



(2)
This record from OMol25 describes a cluster of 2 separate species, CH7OS in total at a distorted geometry. The level of theory is ωB97M-V with the def2-TZVPD basis set.

Values from the calculation:
Charge: +1
E_tot in eV: -14021.553
Frontier orbital gap in eV: 7.8869
HOMO level in eV: -15.47
2S+1: 1
ΔE to the lowest compared entry with this formula, charge and spin in eV: 4.0235

```
10
Properties=species:S:1:pos:R:3:lowdin_charge:R:1
O -0.989 -1.366 1.212 -0.1556
H 0.633 -0.846 -0.133 -0.0240
H -1.112 -2.279 0.929 0.0541
H -1.155 -1.278 2.217 0.1206
C 0.943 1.358 0.231 -0.3268
S 0.070 0.081 -0.843 0.8946
H 1.224 2.117 -0.574 0.0549
H 1.905 0.792 0.615 0.0996
H 0.464 1.960 1.061 0.0782
H -0.827 1.022 -1.718 0.2046
```



(3)
This record from OMol25 describes a cluster of 2 separate species, C3H11N3 in total at a distorted geometry. The level of theory is ωB97M-V with the def2-TZVPD basis set.

Values from the calculation:
Charge: 0
E_tot in eV: -7756.905
Frontier orbital gap in eV: 8.8800
HOMO level in eV: -8.07
2S+1: 1
ΔE to the lowest compared entry with this formula, charge and spin in eV: 3.1789
Structure (SMILES): C=CN.NCN

```
17
Properties=species:S:1:pos:R:3:lowdin_charge:R:1
C 3.900 2.613 -1.077 -0.0506
C 2.969 3.362 -0.420 -0.3328
N 2.397 3.162 0.835 0.0037
H 3.745 1.634 -0.991 -0.0305
H 4.944 3.051 -1.277 0.0823
H 2.907 4.502 -0.566 0.1095
H 2.522 2.153 1.135 0.1098
H 1.467 3.642 1.027 0.1086
N -2.898 -3.746 0.990 -0.0112
C -3.292 -2.728 -0.022 -0.3307
N -2.121 -1.848 -0.258 -0.0349
H -2.473 -4.416 0.472 0.0002
H -2.107 -3.403 1.473 0.0382
H -3.585 -3.265 -0.916 0.1023
H -4.100 -2.220 0.525 0.0949
H -2.099 -1.513 -1.249 0.0696
H -2.178 -0.980 0.318 0.0715
```



(4)
This record from OMol25 describes a structure of composition C48H42MgN6O8PS at a distorted geometry. The level of theory is ωB97M-V with the def2-TZVPD basis set.

Values from the calculation:
Charge: -1
E_tot in eV: -101349.170
Frontier orbital gap in eV: 6.1111
HOMO level in eV: -4.25
2S+1: 1
ΔE to the lowest compared entry with this formula, charge and spin in eV: 1.9157

```
107
Properties=species:S:1:pos:R:3:lowdin_charge:R:1
Mg -0.265 -1.170 -0.514 0.5690
C 2.578 5.987 11.142 -0.0977
O 3.441 5.065 10.522 -0.0915
C 3.052 4.494 9.340 -0.2733
C 1.841 4.734 8.697 -0.0160
C 1.552 4.089 7.513 -0.0133
C 2.450 3.187 6.935 -0.1572
C 3.672 2.972 7.577 -0.0260
C 3.968 3.614 8.759 -0.0079
C 2.080 2.538 5.701 -0.2758
N 0.965 2.798 5.051 0.1838
C 0.996 2.037 3.928 -0.1723
C 2.169 1.281 3.891 -0.1278
N 2.845 1.613 5.033 0.1798
C 2.511 0.432 2.810 -0.0713
C 3.665 -0.357 2.739 -0.0057
C 3.884 -1.095 1.602 -0.0227
C 2.961 -1.019 0.553 -0.0973
N 1.870 -0.295 0.609 0.1137
C 1.607 0.404 1.715 -0.1383
C 0.362 1.133 1.762 -0.1323
N -0.485 0.977 0.745 0.1117
C -1.614 1.644 0.753 -0.1042
C -1.994 2.518 1.778 -0.0233
C -1.162 2.662 2.866 -0.0047
C 0.045 1.959 2.873 -0.0766
H 3.107 6.326 12.034 0.0909
H 1.629 5.522 11.440 0.0954
H 2.371 6.848 10.494 0.0946
H 1.119 5.420 9.112 0.1025
H 0.622 4.266 6.997 0.1105
H 4.407 2.305 7.151 0.1034
H 4.910 3.453 9.260 0.1158
H 3.718 1.224 5.341 0.1451
H 4.366 -0.383 3.565 0.1054
H 4.757 -1.720 1.509 0.1043
H 3.137 -1.543 -0.372 0.0848
H -2.262 1.463 -0.089 0.0979
H -2.930 3.058 1.716 0.1027
H -1.415 3.288 3.710 0.1095
O 1.170 -2.462 -1.339 -0.3455
S 1.535 -1.645 -2.486 0.4600
O 2.918 -1.207 -2.509 -0.3129
O 0.582 -0.568 -2.716 -0.3576
C 1.354 -2.775 -3.886 -0.2361
C 2.393 -3.150 -4.715 -0.0541
C 2.145 -4.025 -5.762 -0.0857
C 0.870 -4.539 -5.955 -0.0801
C -0.160 -4.169 -5.110 -0.0768
C 0.080 -3.275 -4.069 -0.3253
P -1.254 -2.606 -2.994 1.1640
C -2.157 -1.954 -4.465 -0.3240
C -3.281 -2.494 -5.076 -0.0843
C -3.847 -1.866 -6.175 -0.0973
C -3.316 -0.686 -6.667 -0.1103
C -2.195 -0.137 -6.063 -0.0864
C -1.618 -0.777 -4.984 -0.0977
C -2.114 -4.152 -2.573 -0.3457
C -1.397 -5.326 -2.351 -0.0901
C -2.004 -6.416 -1.756 -0.0907
C -3.327 -6.343 -1.352 -0.1040
C -4.045 -5.175 -1.557 -0.0846
C -3.438 -4.081 -2.143 -0.0954
H 3.372 -2.734 -4.534 0.1054
H 2.946 -4.306 -6.430 0.0950
H 0.678 -5.221 -6.774 0.0984
H -1.158 -4.565 -5.248 0.1113
H -3.722 -3.404 -4.695 0.0952
H -4.714 -2.303 -6.656 0.0949
H -3.779 -0.192 -7.513 0.0913
H -1.777 0.792 -6.433 0.0965
H -0.749 -0.357 -4.499 0.0882
H -0.346 -5.371 -2.608 0.1097
H -1.434 -7.321 -1.587 0.0973
H -3.783 -7.191 -0.857 0.0916
H -5.075 -5.116 -1.229 0.0986
H -3.982 -3.150 -2.240 0.0959
O -0.189 -1.825 1.355 -0.0465
N -0.025 -2.920 0.802 -0.6552
O 0.935 -3.588 1.099 0.0542
O -0.880 -3.322 0.045 0.0002
C -5.108 -0.604 -1.333 -0.1438
C -4.675 -1.248 -0.188 -0.1318
C -3.316 -1.358 0.070 -0.1455
C -2.348 -0.829 -0.780 -0.2415
C -2.820 -0.166 -1.914 -0.2069
C -4.173 -0.057 -2.198 -0.1158
H -6.167 -0.501 -1.536 0.0812
H -5.401 -1.680 0.495 0.0862
H -3.006 -1.859 0.977 0.0861
H -2.100 0.311 -2.564 0.0633
H -4.513 0.442 -3.100 0.0908
C 2.357 2.240 -1.456 -0.0393
N 1.533 3.013 -2.358 -0.1518
C 2.127 4.172 -2.974 -0.0707
C 0.224 2.682 -2.515 -0.4926
C -0.504 3.424 -3.625 0.0103
O -0.337 1.870 -1.818 0.0464
H 3.283 1.943 -1.955 0.0952
H 1.810 1.338 -1.184 0.0537
H 2.592 2.810 -0.549 0.0944
H 3.127 4.308 -2.568 0.0838
H 1.541 5.067 -2.748 0.0860
H 2.205 4.084 -4.062 0.0837
H -0.741 4.439 -3.306 0.0801
H -1.429 2.888 -3.819 0.0801
H 0.093 3.467 -4.533 0.0715
```



| no. | LUMO level (eV) |
| --- | --- |
| 1 | 0.50 |
| 2 | -7.58 |
| 3 | 0.81 |
| 4 | 1.86 |